{"formula": "C29H42BN8O2Ti", "method": "the ωB97M-V functional and the def2-TZVPD basis", "charge": 2, "orbital_gap_ev": [7.74, 5.01], "e_tot_ha": -2592.5938, "de_lowest_kj_mol": 241.8, "multiplicity": 4, "species": ["Ti", "C", "C", "C", "C", "C", "C", "C", "C", "C", "H", "H", "H", "H", "H", "H", "H", "H", "H", "H", "H", "H", "C", "C", "C", "C", "N", "N", "B", "N", "C", "C", "C", "C", "N", "N", "C", "C", "C", "C", "N", "N", "C", "C", "C", "C", "N", "H", "H", "H", "H", "H", "H", "H", "H", "H", "H", "H", "H", "H", "H", "H", "H", "H", "H", "H", "H", "C", "O", "C", "C", "O", "C", "H", "H", "H", "H", "H", "H", "H", "H", "H", "H"], "positions_angstrom": [[8.180, 9.151, 15.318], [5.211, 8.088, 17.121], [6.576, 8.525, 17.309], [6.798, 9.937, 17.264], [8.038, 10.489, 17.608], [8.114, 11.971, 17.645], [9.117, 9.616, 17.938], [8.879, 8.252, 18.092], [9.933, 7.324, 18.707], [7.644, 7.725, 17.675], [4.845, 8.024, 16.072], [4.647, 8.893, 17.667], [5.044, 7.061, 17.533], [5.924, 10.521, 17.253], [8.920, 12.406, 18.181], [7.237, 12.448, 18.082], [8.162, 12.461, 16.661], [10.081, 10.027, 18.111], [10.616, 6.845, 17.985], [9.448, 6.448, 19.202], [10.509, 7.923, 19.424], [7.404, 6.679, 17.779], [6.712, 5.256, 15.242], [7.223, 5.936, 14.001], [7.343, 5.237, 12.715], [7.778, 6.262, 11.787], [7.857, 7.381, 12.497], [7.609, 7.162, 13.905], [7.957, 8.931, 11.955], [9.176, 9.690, 12.477], [10.160, 10.106, 11.642], [11.006, 10.994, 12.374], [10.384, 11.002, 13.638], [10.672, 11.863, 14.861], [9.362, 10.142, 13.716], [6.629, 9.519, 12.494], [5.551, 9.986, 11.788], [4.716, 10.610, 12.653], [5.357, 10.620, 13.908], [4.787, 11.176, 15.194], [6.542, 9.947, 13.802], [7.935, 8.970, 10.511], [7.774, 10.046, 9.703], [7.964, 9.687, 8.405], [8.356, 8.322, 8.496], [8.818, 7.442, 7.440], [8.445, 7.885, 9.732], [6.371, 4.229, 15.078], [7.530, 5.188, 15.943], [5.975, 5.885, 15.864], [7.153, 4.181, 12.531], [8.092, 6.271, 10.745], [10.179, 9.801, 10.614], [11.850, 11.532, 11.998], [10.223, 12.835, 14.606], [10.026, 11.531, 15.718], [11.708, 12.073, 15.075], [5.340, 9.720, 10.751], [3.828, 11.055, 12.326], [3.923, 11.886, 14.900], [4.373, 10.412, 15.764], [5.539, 11.698, 15.688], [7.565, 11.059, 10.124], [7.911, 10.353, 7.568], [9.338, 7.885, 6.610], [9.513, 6.684, 7.768], [8.014, 6.871, 7.039], [11.334, 8.692, 15.519], [10.038, 8.070, 15.408], [10.146, 6.628, 15.423], [10.932, 5.958, 14.321], [10.344, 6.139, 13.054], [11.234, 6.014, 11.974], [12.002, 8.116, 16.141], [11.278, 9.695, 15.948], [11.634, 8.791, 14.509], [9.157, 6.252, 15.332], [10.597, 6.396, 16.411], [10.848, 4.865, 14.610], [12.013, 6.217, 14.349], [10.654, 6.219, 11.060], [12.106, 6.687, 11.977], [11.613, 4.994, 11.926]], "mulliken_spin": [1.69, 0.03, -0.16, 0.17, -0.11, 0.02, 0.09, -0.09, 0.00, 0.12, -0.01, 0.00, 0.00, 0.01, 0.00, 0.00, 0.00, 0.01, 0.00, 0.00, 0.00, 0.01, 0.05, 0.24, 0.26, 0.16, 0.25, 0.10, -0.07, 0.02, 0.02, 0.00, 0.01, 0.01, 0.04, 0.05, 0.01, 0.00, 0.02, 0.04, -0.01, 0.00, 0.00, 0.00, 0.00, 0.00, 0.00, 0.00, 0.00, 0.00, -0.04, 0.02, 0.00, 0.00, 0.00, 0.01, 0.00, 0.00, 0.00, 0.00, 0.00, 0.00, 0.00, 0.00, 0.00, 0.00, 0.00, 0.02, -0.05, 0.01, 0.01, 0.01, 0.00, 0.00, -0.01, 0.01, 0.02, 0.00, 0.00, 0.00, 0.00, 0.00, 0.00]}

{"formula": "C29H42Cl4F6INO4P2", "method": "the ωB97M-V functional and the def2-TZVPD basis", "orbital_gap_ev": 8.64, "e_tot_ha": -4906.2371, "species": ["C", "C", "C", "C", "C", "C", "C", "C", "C", "Cl", "O", "C", "I", "C", "C", "C", "O", "C", "C", "C", "C", "C", "C", "C", "C", "C", "C", "O", "Cl", "N", "C", "C", "C", "Cl", "P", "O", "C", "Cl", "C", "C", "H", "H", "H", "H", "H", "H", "H", "H", "H", "H", "H", "H", "H", "H", "H", "H", "H", "H", "H", "H", "H", "H", "H", "H", "H", "H", "H", "H", "H", "H", "H", "H", "H", "H", "H", "H", "H", "H", "H", "H", "H", "H", "F", "P", "F", "F", "F", "F", "F"], "positions_angstrom": [[2.528, 0.676, 5.278], [2.714, 0.946, 4.124], [2.940, 1.308, 2.729], [1.617, 1.594, 1.951], [1.820, 1.478, 0.423], [0.894, 0.472, -0.316], [0.497, -0.729, 0.576], [1.501, -1.455, 1.499], [1.523, -2.982, 1.321], [0.047, -3.669, 2.049], [-0.303, 1.307, -0.375], [-1.430, 0.943, -1.097], [-2.761, -0.476, -0.130], [-2.260, 2.262, -1.144], [-2.577, 2.827, 0.259], [-4.100, 2.944, 0.457], [-1.951, 4.109, 0.283], [-2.101, 4.826, 1.492], [-1.409, 4.180, 2.678], [-0.080, 4.529, 2.946], [0.587, 3.968, 4.017], [-0.026, 3.042, 4.850], [-1.348, 2.700, 4.605], [-2.018, 3.271, 3.529], [-1.012, 0.686, -2.561], [-2.096, 0.466, -3.619], [-3.190, -0.572, -3.445], [-3.092, -1.736, -3.607], [-4.824, 0.134, -3.175], [0.249, -0.147, -2.806], [0.096, -1.651, -3.075], [0.309, -2.714, -2.005], [0.968, -3.942, -2.702], [-1.138, -3.379, -1.259], [0.783, 0.414, -4.514], [0.257, 1.710, -4.953], [1.374, 0.169, -1.795], [1.959, 1.846, -2.412], [2.611, -0.718, -2.048], [3.567, -1.077, -0.900], [2.480, 0.560, 6.335], [3.560, 0.569, 2.221], [3.523, 2.234, 2.714], [0.827, 0.978, 2.369], [1.361, 2.616, 2.219], [1.585, 2.467, 0.042], [2.878, 1.325, 0.218], [-0.094, -1.488, 0.065], [-0.239, -0.296, 1.249], [1.174, -1.327, 2.533], [2.508, -1.045, 1.505], [2.373, -3.403, 1.853], [1.574, -3.296, 0.281], [-3.179, 2.126, -1.710], [-1.661, 3.031, -1.640], [-2.114, 2.211, 1.032], [-4.621, 2.118, -0.021], [-4.398, 2.948, 1.503], [-4.413, 3.868, -0.034], [-3.143, 5.053, 1.741], [-1.610, 5.785, 1.324], [0.409, 5.247, 2.297], [1.614, 4.243, 4.231], [0.494, 2.581, 5.679], [-1.887, 2.001, 5.231], [-3.056, 2.999, 3.370], [-0.649, 1.690, -2.795], [-2.583, 1.426, -3.778], [-1.672, 0.240, -4.599], [-0.817, -1.863, -3.633], [0.894, -1.879, -3.789], [1.044, -2.431, -1.260], [0.311, -4.343, -3.469], [1.941, -3.651, -3.122], [1.169, -4.686, -1.933], [0.218, -0.589, -5.320], [2.158, 0.169, -4.572], [3.237, -0.272, -2.817], [2.360, -1.680, -2.492], [3.207, -1.954, -0.367], [4.507, -1.391, -1.356], [3.798, -0.290, -0.194], [-1.967, -6.237, -0.583], [-0.890, -7.179, 0.259], [-2.181, -7.243, 1.280], [-0.083, -6.552, 1.555], [-0.481, -8.636, 0.903], [0.262, -6.240, -0.528], [-0.854, -8.075, -1.125]], "lowdin_charge": [0.11, -0.14, -0.20, -0.15, -0.13, -0.35, -0.17, -0.25, -0.55, 0.65, -0.12, -0.70, 1.17, -0.14, -0.40, -0.04, -0.11, -0.16, -0.19, -0.05, -0.11, -0.08, -0.06, -0.04, -0.25, -0.14, -0.82, 0.05, 0.65, -0.18, -0.18, -0.72, -0.09, 0.73, 0.77, -0.36, -0.45, 0.81, -0.23, -0.03, 0.03, 0.10, 0.12, 0.11, 0.08, 0.10, 0.09, 0.01, 0.08, 0.10, 0.08, 0.08, 0.04, 0.09, 0.14, 0.11, 0.05, 0.07, 0.10, 0.13, 0.13, 0.12, 0.11, 0.09, 0.11, 0.11, 0.11, 0.12, 0.10, 0.11, 0.08, 0.04, 0.10, 0.08, 0.07, 0.06, 0.04, 0.08, 0.08, 0.07, 0.10, 0.06, -0.25, 0.36, -0.20, -0.26, -0.20, -0.26, -0.21]}